{"formula": "C20H73F3N32O19", "method": "the ωB97M-V functional and the def2-TZVPD basis", "species": ["O", "H", "H", "H", "C", "O", "O", "C", "F", "F", "F", "C", "C", "H", "H", "H", "H", "H", "H", "C", "O", "N", "N", "H", "H", "H", "H", "C", "O", "N", "N", "H", "H", "H", "H", "C", "O", "N", "N", "H", "H", "H", "H", "C", "O", "N", "N", "H", "H", "H", "H", "C", "O", "N", "N", "H", "H", "H", "H", "C", "O", "N", "N", "H", "H", "H", "H", "C", "O", "N", "N", "H", "H", "H", "H", "C", "O", "N", "N", "H", "H", "H", "H", "C", "O", "N", "N", "H", "H", "H", "H", "C", "O", "N", "N", "H", "H", "H", "H", "C", "O", "N", "N", "H", "H", "H", "H", "C", "O", "N", "N", "H", "H", "H", "H", "C", "O", "N", "N", "H", "H", "H", "H", "C", "O", "N", "N", "H", "H", "H", "H", "C", "O", "N", "N", "H", "H", "H", "H", "C", "O", "N", "N", "H", "H", "H", "H"], "coordinates": [[0.1432, -0.2971, -0.3954], [0.0126, -0.6112, -1.2932], [1.0650, -0.3713, -0.1380], [-0.1900, 0.5841, -0.2108], [-0.4850, -0.9252, -4.0757], [0.4957, 0.0575, -3.8397], [-1.0519, -1.2882, -2.8471], [-1.4733, -0.2292, -5.1155], [-1.8968, 0.9443, -4.6800], [-0.8829, -0.1270, -6.2619], [-2.7102, -0.9443, -5.3070], [1.4432, 0.2335, -4.9720], [2.6163, 0.8944, -4.2806], [2.8011, 0.4937, -3.2839], [3.4208, 0.5970, -4.9533], [2.3301, 1.9458, -4.3062], [1.1594, 0.7878, -5.8665], [1.8644, -0.7352, -5.2407], [-0.0553, -1.7257, -4.6779], [0.6494, -2.5758, 1.9049], [-0.0542, -3.1106, 1.1408], [0.3204, -1.5570, 2.6207], [1.9043, -2.8021, 1.9156], [-0.6340, -1.2700, 2.7846], [1.0587, -1.3778, 3.2861], [2.5480, -2.3529, 2.5512], [2.2069, -3.5633, 1.3248], [-0.2760, 5.1795, 2.6548], [0.9481, 5.0421, 2.5748], [-1.1359, 4.2123, 2.3840], [-0.8755, 6.3386, 2.6080], [-0.6702, 3.3429, 2.1664], [-2.0964, 4.3069, 2.0865], [-1.8725, 6.3418, 2.7699], [-0.2655, 7.1347, 2.4892], [-2.7616, -4.5292, -2.0886], [-3.3732, -5.4684, -1.6390], [-1.7927, -4.5616, -2.9471], [-2.8352, -3.3604, -1.6009], [-1.2838, -3.7000, -3.0838], [-1.4501, -5.4986, -3.1049], [-2.2459, -2.6108, -1.9339], [-3.3497, -3.4564, -0.7371], [-2.2735, 7.1601, -0.6204], [-2.2561, 8.2666, -1.0905], [-1.5653, 6.0791, -0.9654], [-3.1152, 6.8848, 0.3843], [-0.9248, 6.0407, -1.7454], [-1.5005, 5.3008, -0.3249], [-3.5233, 7.7076, 0.8046], [-3.3409, 5.9154, 0.5554], [6.5191, 2.5503, 1.0246], [6.6973, 1.6396, 1.8096], [7.2999, 3.5897, 1.0599], [5.4579, 2.6671, 0.3721], [7.9795, 3.6255, 1.8062], [7.1009, 4.3896, 0.4763], [5.3449, 3.4356, -0.2735], [5.0602, 1.7489, 0.2349], [1.2835, 3.0638, -0.4164], [0.3632, 2.3622, 0.0049], [1.8900, 2.8057, -1.5016], [1.7494, 4.1166, 0.1748], [2.6224, 3.3287, -1.9601], [1.4609, 2.1475, -2.1361], [2.4027, 4.6567, -0.3744], [1.4630, 4.5264, 1.0523], [-1.6217, 1.0839, 3.7300], [-2.0052, 0.2457, 3.0195], [-0.3393, 1.1015, 4.0184], [-2.4478, 1.9212, 4.3071], [0.1865, 0.3014, 3.6966], [0.0750, 1.9633, 4.3437], [-2.0102, 2.5906, 4.9239], [-3.4253, 1.8811, 4.0561], [-3.7152, -4.0574, 1.9042], [-3.4876, -5.2019, 1.6983], [-4.9374, -3.6868, 2.1232], [-2.9898, -3.0517, 1.7175], [-5.6867, -4.3571, 2.0264], [-5.2194, -2.7197, 2.0508], [-3.3587, -2.2322, 2.1784], [-2.0100, -3.0723, 1.4730], [1.6964, -4.3470, -4.2507], [1.4025, -4.0589, -5.3834], [2.0967, -3.4904, -3.3988], [1.7234, -5.5446, -3.7500], [2.3470, -2.5823, -3.7633], [2.6478, -3.8266, -2.6221], [1.5055, -5.5679, -2.7641], [1.3339, -6.2301, -4.3812], [4.9702, -4.2636, -1.0098], [4.5711, -3.5815, -1.9339], [4.9459, -5.5306, -0.9142], [5.3723, -3.7340, 0.1160], [5.3768, -6.0016, -0.1315], [4.7184, -6.1232, -1.6999], [5.5400, -4.4390, 0.8196], [4.9934, -2.8071, 0.2473], [3.3170, -0.2255, 3.7650], [4.1670, -0.8713, 3.1791], [2.5207, -0.6496, 4.6644], [2.9961, 1.0140, 3.4922], [1.9038, 0.0253, 5.0935], [2.8152, -1.4116, 5.2583], [2.6428, 1.3940, 4.3587], [3.5022, 1.5866, 2.8318], [0.3969, -6.2616, -0.1735], [1.5515, -5.8420, -0.2818], [-0.0587, -7.4411, -0.5397], [-0.5038, -5.6117, 0.4931], [0.6252, -8.0176, -1.0088], [-0.9820, -7.8166, -0.3760], [-0.2930, -4.6321, 0.6191], [-1.2773, -5.9846, 1.0248], [-2.5211, 2.1808, -1.5215], [-2.8421, 2.9382, -0.5923], [-2.8679, 0.8883, -1.6354], [-1.8361, 2.4644, -2.5804], [-2.2661, 0.1972, -2.0602], [-3.4803, 0.3736, -1.0189], [-1.6585, 1.8832, -3.3871], [-1.7361, 3.4559, -2.7446], [3.7991, -0.6960, -0.3424], [2.5605, -0.7015, -0.0844], [4.4629, -0.4741, -1.4918], [4.6733, -0.7483, 0.6421], [3.8787, -0.3489, -2.3061], [5.4276, -0.2472, -1.2966], [5.5767, -0.3848, 0.3741], [4.4414, -0.9138, 1.6111], [-5.0443, 4.1308, 2.2332], [-4.1303, 4.2032, 2.9792], [-6.3706, 4.3637, 2.3977], [-4.9605, 3.7550, 1.0221], [-6.6802, 4.6611, 3.3120], [-7.1016, 4.2296, 1.7138], [-3.9797, 3.6131, 0.8274], [-5.7078, 3.9649, 0.3758], [-5.6244, 0.0713, 1.7559], [-5.8375, -0.8973, 2.5393], [-4.5311, 0.6602, 1.5992], [-6.5855, 0.7007, 1.1447], [-4.3404, 1.2661, 0.8140], [-3.8336, 0.3077, 2.2391], [-6.4033, 1.5046, 0.5610], [-7.5180, 0.3656, 1.3402]], "forces_ev_per_angstrom": [[-1.5, -0.6, 1.1], [-0.9, -0.7, -2.1], [2.1, -0.3, 0.3], [-0.1, 1.4, -0.1], [-2.4, -0.4, 1.7], [1.0, 0.8, -1.9], [1.1, 1.1, -1.9], [-2.4, -3.5, 2.3], [-0.2, 1.2, -0.7], [0.1, 0.5, -1.7], [2.4, 0.9, 0.1], [0.8, -1.2, 2.8], [-0.4, 0.2, -1.3], [-0.4, 0.3, -0.2], [0.7, 0.9, 0.3], [1.0, 0.3, 0.5], [-0.6, 0.0, 0.4], [-0.9, -0.4, -0.4], [0.2, -0.6, 0.2], [0.5, 1.2, -0.3], [-4.5, -2.3, -3.5], [-0.9, 3.4, 3.3], [5.5, -2.2, 0.4], [-0.1, -0.1, 0.0], [-0.8, 0.6, 0.5], [0.1, -0.3, -0.4], [0.2, 0.0, 0.1], [0.4, -0.2, -2.7], [0.6, -0.1, 1.2], [0.0, -3.3, 0.3], [-0.3, 2.8, 1.1], [-0.4, -0.2, -0.2], [0.1, 0.2, 0.5], [0.3, 0.8, -0.2], [-0.7, 0.2, 0.3], [0.3, -2.1, 0.6], [-1.2, -2.1, 0.0], [2.6, -2.0, -3.6], [-2.4, 4.6, 3.1], [0.5, -0.5, -0.3], [0.4, 0.5, -0.6], [-0.1, 0.4, 0.5], [0.1, 1.4, 0.1], [-0.4, 0.2, 0.0], [0.8, 1.2, -1.1], [1.5, -1.6, -0.9], [-0.8, -0.4, 1.4], [-0.3, 0.5, 0.2], [-0.1, 0.0, -0.2], [-0.4, -0.7, 0.0], [-0.5, 0.5, 0.4], [3.2, -0.7, 4.9], [0.5, -2.2, 0.5], [2.6, 3.1, -0.5], [-5.6, -0.2, -4.4], [-0.1, 0.2, -0.4], [0.5, 0.0, 0.4], [-0.3, -0.6, -0.1], [-0.9, 0.4, -0.5], [-2.4, -0.4, 2.8], [-0.9, -0.6, 0.7], [2.3, -2.5, -6.4], [1.7, 3.2, 1.0], [-0.2, 0.2, 0.6], [-0.1, -0.2, 0.2], [-0.1, 0.1, 0.4], [-0.4, -0.3, 0.6], [0.0, 1.5, 1.8], [-2.7, -5.3, -4.5], [3.0, 1.2, 1.5], [-0.1, 1.8, 1.4], [0.1, 0.8, -0.3], [0.4, -0.4, -0.1], [-1.0, 0.3, -0.1], [0.3, 0.5, 0.2], [-2.8, -2.9, -1.0], [2.3, -4.4, -0.2], [-5.6, 1.1, 1.5], [5.1, 6.0, -0.2], [0.5, 0.0, 0.1], [-0.1, -0.1, 0.2], [0.6, 0.4, -0.3], [0.1, -0.2, 0.1], [-0.3, 0.4, -2.6], [-0.8, 0.3, -2.5], [1.7, 4.6, 3.6], [-0.6, -4.4, 0.7], [-0.1, -0.2, 0.2], [0.2, 0.4, 0.0], [0.0, -0.7, 0.2], [-0.1, -0.2, 0.5], [-1.1, 2.6, -1.1], [-0.4, 0.5, -1.4], [0.2, -6.4, -1.1], [1.4, 1.7, 2.4], [-0.3, 0.0, -0.3], [-0.1, 0.3, 0.1], [-0.2, 1.2, 0.7], [0.5, -0.1, 0.9], [2.9, 0.6, -3.4], [0.5, -1.3, 0.5], [-3.0, -3.3, 5.0], [-0.4, 3.3, -0.4], [-0.1, -0.6, 0.2], [-0.1, -0.1, -0.1], [0.1, 1.5, -0.9], [0.1, -0.1, 0.2], [0.2, 0.1, 1.7], [0.9, 0.0, -1.5], [1.0, -3.5, -2.1], [-1.8, 2.6, 1.7], [-0.4, -0.3, 0.2], [0.2, 0.6, -0.1], [-0.1, -0.1, 0.4], [-0.3, -0.1, -0.6], [-1.4, -1.8, 1.6], [0.0, 0.2, -0.3], [-1.3, -2.6, 1.5], [2.6, 4.0, -2.3], [0.5, -0.1, -1.0], [0.0, 0.7, 0.5], [-0.4, -0.1, 0.8], [0.4, -0.1, 0.1], [-2.3, 1.1, 1.1], [1.9, -0.4, -1.4], [-1.6, 0.1, -0.4], [1.6, -0.2, 0.5], [1.1, 0.1, -0.2], [-0.2, -0.1, -1.7], [0.3, -0.5, 1.2], [0.0, 0.4, 0.3], [-4.8, 0.4, -0.1], [2.5, 0.6, 3.0], [-1.9, 1.5, 3.8], [2.8, -1.6, -4.8], [-0.1, 0.0, -0.2], [0.6, -0.1, 0.2], [-0.2, -0.5, -1.9], [0.9, -0.2, -0.3], [-3.8, -3.4, 3.0], [0.5, 1.1, -1.1], [6.4, 1.3, 0.1], [-4.1, 0.7, -1.8], [0.3, 0.1, 0.5], [1.1, 0.3, -0.6], [-0.3, -0.3, 0.3], [0.1, 0.2, -0.5]], "spin_multiplicity": 1, "e_above_lowest_ev": 0.181, "homo_ev": -7.89, "gap_ev": 7.30, "e_tot_ev": -116670.0219}